ORCA calculation (the ωB97M-V functional and the def2-TZVPD basis) on a single C4H7NS molecule in a non-equilibrium geometry.

Results
- Max |F|: 6.7 eV/A
- Lowest unoccupied orbital energy: 0.02519 hartree
- SMILES: C[C@@H]1CN1C=S

```
13
Properties=species:S:1:pos:R:3:forces:R:3
C -1.4166 0.6764 -0.2025 -1.804 2.009 1.600
C -0.4785 -0.3470 -0.5693 3.615 -0.076 -5.673
C 0.2853 -1.4999 0.0594 1.027 1.123 -5.191
N 0.9897 -0.1931 -0.2063 -4.351 -3.181 -3.282
C 1.4712 0.6877 0.5858 0.659 4.372 0.667
S 2.3918 0.2896 1.7890 2.196 -0.502 3.096
H -0.9768 1.7500 -0.5167 -1.083 -2.451 0.735
H -2.4472 0.5069 -0.8438 2.373 0.498 2.351
H -1.3900 0.5829 0.9672 -1.279 0.934 -1.878
H -0.4779 -0.3000 -1.7528 0.016 -1.148 2.165
H 0.5534 -2.3730 -0.7385 -0.530 2.134 2.582
H 0.1137 -1.6399 1.0448 -0.374 -1.108 3.041
H 1.3819 1.8594 0.3837 -0.465 -2.603 -0.212
```
Forces are in eV/Å.